(1)
C32H32N3O8PRuS4 | the ωB97M-V functional and the def2-TZVPD basis

Its net charge is -1. The value obtained for the calculated total energy is -4033.89488 Ha. The multiplicity is 6. The calculation puts the LUMO energy (alpha / beta) at 0.0811 / 0.0181 Ha. Its orbital gap (alpha / beta) is 6.698 / 4.982 eV. The calculation puts the energy above the lowest of the compared OMol25 structures with the same formula, charge and spin at 0.0 kcal per mole.

Structure (XYZ):
```
81
C32H32N3O8PRuS4 | the Open Molecules 2025 dataset | the ωB97M-V functional and the def2-TZVPD basis
Ru -0.1067 0.3923 -0.5045
C 7.2924 2.2523 -1.0878
C 6.1000 1.5046 -0.5624
C 5.2410 0.8326 -1.4184
C 4.1219 0.1676 -0.9334
C 3.8522 0.1860 0.4226
C 4.7153 0.8333 1.3009
C 5.8247 1.4873 0.8054
S 2.4092 -0.6515 1.0175
O 1.9327 -1.4602 -0.0904
O 2.7662 -1.2496 2.2730
N 1.2271 0.4344 1.1581
C 0.9831 1.2301 2.2719
C 1.8238 1.4889 3.3260
C 1.4005 2.3190 4.3842
C 0.1476 2.8619 4.4099
C -0.7616 2.5706 3.3658
C -2.1104 2.9980 3.3614
C -2.9485 2.5782 2.3735
C -2.4390 1.7438 1.3620
N -1.1801 1.3858 1.3016
C -0.3364 1.7674 2.2985
H 7.4598 2.0318 -2.1405
H 8.1970 1.9935 -0.5354
H 7.1461 3.3299 -0.9922
H 5.4241 0.8391 -2.4847
H 3.4601 -0.3624 -1.6015
H 4.5358 0.8070 2.3655
H 6.4970 1.9904 1.4907
H 2.7948 1.0233 3.3724
H 2.0885 2.5095 5.1974
H -0.1786 3.4812 5.2351
H -2.4656 3.6312 4.1658
H -3.9919 2.8531 2.3470
H -3.0989 1.3553 0.5982
C 0.2834 1.5653 -4.2563
S 1.3739 1.1759 -2.9245
O 0.9910 1.9993 -1.7474
O 2.7068 1.3902 -3.4153
O 1.0300 -0.2155 -2.5391
H 0.4400 2.6015 -4.5450
H -0.7392 1.3880 -3.9386
H 0.5588 0.9078 -5.0777
C -1.6793 -1.8429 -2.7966
P -1.4843 -1.7242 -0.9951
C -0.6119 -3.2056 -0.4516
C -0.1835 -4.1802 -1.3477
C 0.5179 -5.2826 -0.8837
C 0.7796 -5.4174 0.4717
C 0.3564 -4.4445 1.3647
C -0.3237 -3.3310 0.9043
C -3.1816 -1.8050 -0.3688
C -4.0537 -0.7759 -0.7239
C -5.3492 -0.7684 -0.2338
C -5.7773 -1.7833 0.6129
C -4.9070 -2.7981 0.9748
C -3.6078 -2.8117 0.4898
H -2.2104 -2.7610 -3.0555
H -0.7035 -1.8065 -3.2761
H -2.2633 -0.9814 -3.1177
H -0.3794 -4.0839 -2.4068
H 0.8578 -6.0360 -1.5828
H 1.3188 -6.2837 0.8325
H 0.5466 -4.5419 2.4242
H -0.6300 -2.5596 1.6039
H -3.7198 0.0489 -1.3405
H -6.0083 0.0481 -0.4975
H -6.7835 -1.7668 1.0120
H -5.2095 -3.5664 1.6735
H -2.9363 -3.5886 0.8278
S -2.2556 -1.0906 3.1531
C -2.4586 -2.7214 3.4366
N -2.5964 -3.8680 3.5775
C -2.3805 3.3371 -3.2858
S -2.5094 2.6455 -1.6598
O -1.8464 3.5667 -0.7687
O -3.9231 2.4216 -1.4397
O -1.7789 1.3270 -1.7544
H -2.9961 4.2330 -3.2852
H -2.7513 2.6301 -4.0225
H -1.3457 3.6006 -3.4747
```

(2)
C32H32N4O4OsSSi | the ωB97M-V functional and the def2-TZVPD basis

Its net charge is +2. The value obtained for the calculated total energy is -2536.35818 Ha. The calculation puts the LUMO energy at -0.2936 Ha. Its orbital gap is 5.836 eV. The calculation puts the energy above the lowest of the compared OMol25 structures with the same formula, charge and spin at 30.0 kcal per mole.

Structure (XYZ):
```
75
C32H32N4O4OsSSi | the Open Molecules 2025 dataset | the ωB97M-V functional and the def2-TZVPD basis
Os 0.1330 0.6391 0.0621
C 4.4128 -2.1730 0.8842
O 3.5085 -1.6218 -0.1083
C 2.4420 -1.0234 0.2703
O 1.6815 -0.4926 -0.5743
N 2.0976 -0.9130 1.5819
N 0.9126 -0.1810 1.8602
H 5.2659 -2.5345 0.3246
H 3.9382 -3.0077 1.3994
H 4.7318 -1.3944 1.5769
H 2.6079 -1.3306 2.3416
H 1.1066 0.5182 2.5798
H 0.2321 -0.8565 2.2112
C 6.2290 0.2840 -2.8771
C 5.1895 0.9686 -2.0385
C 5.3878 1.1724 -0.6752
C 4.4500 1.8505 0.0913
C 3.3011 2.3250 -0.5275
C 3.0788 2.1406 -1.8894
C 4.0163 1.4480 -2.6293
S 2.2371 3.3730 0.3769
O 2.6783 3.4493 1.7371
O 1.9493 4.5497 -0.3761
N 0.7897 2.5043 0.3760
C -0.4376 3.1089 0.6384
C -0.8011 4.3897 0.9804
C -2.1596 4.6221 1.1556
C -3.0857 3.5968 0.9830
C -2.6411 2.3427 0.6565
N -1.3246 2.1099 0.5010
H 6.9668 -0.2326 -2.2653
H 6.7629 1.0190 -3.4831
H 5.7762 -0.4282 -3.5675
H 6.3048 0.8272 -0.2115
H 4.6147 2.0450 1.1440
H 2.2010 2.5636 -2.3638
H 3.8572 1.3010 -3.6908
H -0.0614 5.1673 1.0916
H -2.4984 5.6146 1.4240
H -4.1447 3.7721 1.1055
H -3.3181 1.5133 0.5185
C -4.6987 -0.4691 3.7573
C -3.3486 -0.2083 3.9286
C -2.4783 -0.3442 2.8594
C -2.9265 -0.7368 1.5878
C -4.2972 -0.9865 1.4456
C -5.1702 -0.8596 2.5168
Si -1.8610 -0.9260 0.0389
C -0.9277 -2.5160 -0.0357
C -0.3755 -2.9545 -1.2486
C 0.2775 -4.1733 -1.3126
C 0.3973 -4.9582 -0.1708
C -0.1382 -4.5323 1.0404
C -0.7935 -3.3138 1.1131
C -2.8351 -0.5114 -1.4783
C -3.8349 -1.4095 -1.8750
C -4.6132 -1.1440 -2.9904
C -4.3932 0.0081 -3.7334
C -3.3910 0.8946 -3.3674
C -2.6179 0.6355 -2.2468
H -5.3803 -0.3662 4.5914
H -2.9759 0.1040 4.8958
H -1.4445 -0.1166 3.0396
H -4.6969 -1.2801 0.4826
H -6.2234 -1.0680 2.3776
H -0.4796 -2.3510 -2.1441
H 0.6844 -4.5201 -2.2538
H 0.8983 -5.9165 -0.2287
H -0.0655 -5.1625 1.9180
H -1.2495 -3.0042 2.0503
H -4.0025 -2.3284 -1.3215
H -5.3866 -1.8415 -3.2841
H -4.9985 0.2099 -4.6073
H -3.2090 1.7829 -3.9582
H -1.8329 1.3370 -1.9809
```

(3)
C32H32O3PRuS6 | the ωB97M-V functional and the def2-TZVPD basis

The value obtained for the calculated total energy is -4289.64964 Ha. The multiplicity is 2. The calculation puts the LUMO energy (alpha / beta) at -0.0543 / -0.0393 Ha. Its orbital gap (alpha / beta) is 5.968 / 6.493 eV.

Structure (XYZ):
```
75
C32H32O3PRuS6 | the Open Molecules 2025 dataset | the ωB97M-V functional and the def2-TZVPD basis
Ru -1.4167 0.0260 -0.3580
C -3.7071 -0.3875 0.8036
C -2.9909 -1.1546 1.7509
C -2.0606 -0.2899 2.4069
C -2.2026 1.0170 1.8675
C -3.2784 0.9775 0.9171
C -4.0966 2.1344 0.4485
C -1.4723 2.2345 2.3428
C -1.2390 -0.6324 3.6010
C -3.1836 -2.5929 2.0699
C -4.8305 -0.8310 -0.0722
H -4.9600 2.2444 1.1069
H -4.4687 1.9687 -0.5598
H -3.5352 3.0635 0.4677
H -1.7715 2.4938 3.3595
H -1.6803 3.0780 1.6898
H -0.3978 2.0469 2.3462
H -1.3940 0.1138 4.3832
H -0.1765 -0.6418 3.3647
H -1.5014 -1.6146 3.9857
H -3.3406 -2.7352 3.1406
H -2.2889 -3.1445 1.7750
H -4.0331 -3.0032 1.5299
H -5.7735 -0.4155 0.2871
H -4.9097 -1.9138 -0.0980
H -4.6755 -0.4744 -1.0922
O -0.9411 -2.3574 0.0058
S -1.1557 -2.6395 -1.4376
O -1.7927 -3.8959 -1.6986
O -1.8050 -1.4871 -2.0890
C 0.5377 -2.7520 -2.0187
C 0.9115 -3.6933 -2.9568
C 2.2594 -3.9052 -3.2038
C 3.2125 -3.1809 -2.4991
C 2.8307 -2.2147 -1.5839
C 1.4749 -1.9877 -1.3397
P 0.9597 -0.7159 -0.1168
C 1.5809 -1.4454 1.4177
C 1.6215 -2.8207 1.6254
C 2.1232 -3.3206 2.8152
C 2.5862 -2.4604 3.7989
C 2.5017 -1.0891 3.6147
C 1.9794 -0.5827 2.4385
C 2.2327 0.5321 -0.5795
C 1.8689 1.2615 -1.7100
C 2.6825 2.2557 -2.2129
C 3.8725 2.5511 -1.5651
C 4.2564 1.8180 -0.4556
C 3.4505 0.8030 0.0330
H 0.1393 -4.2594 -3.4581
H 2.5661 -4.6451 -3.9296
H 4.2639 -3.3751 -2.6603
H 3.5814 -1.6467 -1.0501
H 1.2497 -3.4869 0.8623
H 2.1755 -4.3892 2.9653
H 3.0080 -2.8547 4.7116
H 2.8453 -0.4097 4.3830
H 1.8768 0.4861 2.2932
H 0.9215 1.0191 -2.1847
H 2.3984 2.8119 -3.0951
H 4.4947 3.3537 -1.9316
H 5.1982 2.0317 0.0314
H 3.7810 0.2269 0.8857
C 0.4083 4.4895 -0.3035
S -0.7575 5.2301 -1.4944
C -0.4926 4.1492 -2.8531
C -0.8998 2.8524 -2.8566
S -1.7694 2.1650 -1.5488
S -0.5018 1.9306 -4.3115
C 0.3417 3.2253 -5.1360
S 1.0791 3.0467 -6.5840
S 0.3658 4.7273 -4.2612
H 0.2522 5.0071 0.6358
H 1.4219 4.6446 -0.6594
H 0.1890 3.4296 -0.1971
```

What is the calculated total energy in the first record?
-4033.89488 Ha

Among the records above, which one has the lowest calculated total energy?
C32H32O3PRuS6

Number 2 is which compound?
C32H32N4O4OsSSi